{"formula": "CHFIPS", "method": "ωB97M-V/def2-TZVPD", "max_force_ev_per_a": 5.20, "orbital_gap_ev": 8.50, "spin_multiplicity": 1, "elements": ["C", "F", "P", "S", "I", "H"], "xyz": [[-0.218, -1.361, 1.369], [-1.632, -1.695, 2.280], [-0.614, -0.070, 0.185], [0.858, -2.515, 1.654], [-2.206, 1.392, 1.214], [0.507, 0.499, 0.832]]}